# 1
Density functional theory data (ωB97M-V/def2-TZVPD) for a molecular structure, C22H54O22S5V2 in a non-equilibrium geometry.

```
105
Properties=species:S:1:pos:R:3:mulliken_spin:R:1
O -2.77328 0.91976 -1.72166 -0.2712
V -1.47241 1.87929 -1.72339 1.2050
O 0.57050 -1.06705 -3.86586 -0.1607
V 0.96454 0.40865 -3.70366 1.1337
C 1.59860 0.08557 0.33466 -0.0142
C 0.50330 -0.55324 -0.48722 0.0191
C -0.66803 -1.02052 0.36399 0.0108
O 0.12809 0.28674 -1.55083 -0.0365
H 1.19386 1.00127 0.77280 0.0055
H 2.36155 0.43598 -0.36480 0.0055
H 2.00925 -0.64016 1.03442 -0.0003
H 0.90838 -1.45813 -0.96224 -0.0040
H -0.92383 -0.17826 1.01425 -0.0005
H -0.40506 -1.81973 1.05830 0.0000
H -1.54000 -1.24323 -0.24583 -0.0023
C 4.14068 -1.32195 -2.08091 0.0008
C 4.27753 -0.43225 -3.33737 -0.0036
C 4.56121 -1.39183 -4.46657 0.0025
O 3.09033 0.25849 -3.55360 0.0285
H 3.33991 -2.05797 -2.18837 0.0008
H 3.81421 -0.82573 -1.15967 -0.0017
H 5.10054 -1.78014 -1.83146 0.0000
H 5.15610 0.20781 -3.20041 -0.0007
H 5.32600 -2.14481 -4.25555 0.0000
H 4.95009 -0.95953 -5.39798 -0.0002
H 3.67078 -1.91086 -4.82911 -0.0001
C -0.62511 2.61901 -4.14789 0.0015
O 0.64556 2.51244 -4.16920 0.0021
O -1.28609 3.28261 -3.29162 0.0251
O -0.98312 1.37774 -3.91638 -0.0058
O -1.31700 4.39293 1.61354 0.0005
S -1.47583 2.96286 1.63450 0.0149
O -1.71949 2.24767 0.39604 0.0484
O -0.23318 2.24878 2.36792 -0.0009
C 0.67777 3.01753 3.18373 -0.0001
C 1.68622 3.77302 2.32133 -0.0001
C -2.75233 2.49472 2.75502 0.0005
H 1.28997 2.22251 3.60971 0.0004
H 0.20736 3.63453 3.94398 -0.0001
H 2.42049 3.18852 1.77652 0.0001
H 2.25137 4.41512 3.01337 0.0000
H 1.25547 4.59084 1.74267 -0.0001
H -3.70960 2.72084 2.28767 0.0000
H -2.70668 3.16101 3.61726 0.0001
H -2.59502 1.46849 3.07195 0.0000
O 0.33538 3.35502 -1.21147 -0.0134
S 1.14443 4.54567 -1.23817 0.0038
O 0.75388 5.63724 -0.37138 -0.0004
O 2.70305 4.15114 -0.95991 0.0001
C 3.38282 3.23972 -1.86936 0.0023
C 4.42942 2.49257 -1.02199 0.0002
C 1.36474 5.23597 -2.96018 -0.0003
H 3.77757 3.94625 -2.59785 -0.0001
H 2.73031 2.46183 -2.26907 0.0007
H 4.95244 1.85359 -1.73246 -0.0001
H 3.97295 1.99535 -0.17058 0.0000
H 5.17816 3.17500 -0.61388 0.0000
H 1.65207 4.35885 -3.53496 0.0006
H 2.14897 5.98281 -2.89160 0.0000
H 0.39579 5.61835 -3.26474 0.0000
O -3.35632 -0.48751 1.53199 0.0024
S -4.31673 -1.42055 2.01081 0.0006
O -5.69184 -1.06199 2.12385 0.0000
O -4.15074 -2.77503 1.10413 -0.0002
C -5.36780 -3.53023 0.89210 0.0000
C -5.81705 -3.34920 -0.58139 0.0000
C -3.81065 -2.05497 3.61399 0.0000
H -6.14785 -3.52085 1.65040 0.0000
H -4.98168 -4.55352 0.94369 0.0000
H -5.62561 -2.33055 -0.91214 -0.0001
H -6.87349 -3.60780 -0.60180 0.0000
H -5.15114 -3.99804 -1.14229 0.0000
H -2.75711 -2.32375 3.53790 0.0000
H -4.36374 -2.92445 3.96173 0.0000
H -3.93756 -1.26438 4.35213 0.0000
O 0.40262 -3.05278 4.84487 0.0000
S 0.72889 -1.68484 4.54486 -0.0001
O -0.23603 -0.76454 4.00182 -0.0001
O 1.24576 -1.13060 5.97998 0.0000
C 1.67904 0.22930 6.02686 -0.0001
C 2.86275 0.38360 6.94220 0.0000
C 2.32388 -1.66714 3.69960 0.0000
H 0.88092 0.89701 6.37219 0.0000
H 1.90034 0.65996 5.04616 0.0001
H 3.70810 0.01310 6.35496 0.0000
H 2.80830 -0.17259 7.87342 0.0000
H 2.98837 1.45342 7.10651 0.0000
H 2.39804 -2.38252 2.87772 0.0000
H 3.08262 -1.99930 4.40641 0.0000
H 2.66457 -0.74759 3.22453 -0.0001
O -2.16878 -5.41245 -3.34842 -0.0001
S -1.81223 -4.11922 -2.77992 0.0000
O -0.52359 -3.51967 -3.03526 0.0002
O -3.04506 -3.01003 -3.02938 -0.0002
C -2.81271 -2.18203 -4.17947 -0.0008
C -3.17591 -2.84695 -5.50012 -0.0001
C -2.09711 -4.19249 -0.97307 -0.0001
H -1.76473 -1.93359 -4.37792 0.0018
H -3.29923 -1.24499 -3.91488 0.0006
H -4.21513 -3.18201 -5.55153 0.0000
H -2.55749 -3.71435 -5.73102 0.0000
H -3.04075 -2.13037 -6.31287 0.0000
H -2.77548 -4.94210 -0.57732 0.0000
H -2.50020 -3.20406 -0.76455 0.0001
H -1.13601 -4.25604 -0.46583 0.0000
```

The HOMO-LUMO gap (spin up / spin down) comes out at 0.2818 / 0.3043 Ha. Its expectation value of S² is 2.06. Its spin multiplicity is 3.

# 2
Density functional theory data (ωB97M-V/def2-TZVPD) for 3 unconnected molecules or ions with the total composition C22H55BN6O4PS in a non-equilibrium geometry.

```
90
Properties=species:S:1:pos:R:3:lowdin_charge:R:1
C 3.97505 2.54961 2.23780 -0.0923
C 4.67701 1.53928 1.11616 -0.2418
O 5.76929 2.19220 0.37802 -0.2096
C 5.71886 1.89422 -1.06805 -0.1504
C 5.30237 3.28102 -1.90466 -0.1654
O 3.94637 3.08723 -2.44130 -0.2409
C 3.29582 4.41002 -2.72288 -0.1376
C 2.69986 5.12495 -1.36746 -0.1619
O 1.22612 5.20095 -1.31080 -0.2013
C 0.76862 5.24455 0.09493 -0.1374
C -0.15807 3.96700 0.55048 -0.2297
C -1.71738 3.90010 0.01225 -0.2133
N -2.12661 2.41804 0.14262 -0.2019
P -3.51876 2.39520 -0.97109 0.3546
S -3.16893 1.61011 -2.71638 0.1839
C -0.89353 1.62852 -0.23772 -0.1561
N -0.71864 0.38278 -0.78969 0.2217
B 0.65957 -0.22919 -1.09659 -0.4688
N 1.29253 -0.13172 -2.50622 0.1336
O 1.45138 -0.89134 -0.04018 0.0463
N 0.26413 2.55668 0.18667 0.1097
H 2.85868 2.20300 2.39362 0.0687
H 3.93892 3.64696 1.80106 0.0718
H 4.50636 2.48539 3.28752 0.0899
H 5.09108 0.58569 1.69859 0.1391
H 3.79576 1.14374 0.44802 0.0896
H 6.82195 1.55458 -1.37304 0.1432
H 5.02367 0.98134 -1.34595 0.1269
H 5.40040 4.16066 -1.13360 0.1380
H 6.13743 3.42585 -2.73247 0.1415
H 4.15480 5.08726 -3.19143 0.1425
H 2.50639 4.22422 -3.56678 0.1428
H 3.17482 4.53294 -0.44694 0.1248
H 3.09510 6.24634 -1.35567 0.1518
H 1.65641 5.38193 0.87442 0.1449
H 0.11702 6.23990 0.19436 0.1600
H -0.31680 4.19926 1.70967 0.1657
H -1.60460 4.26718 -1.11722 0.1388
H -2.43520 4.68567 0.50307 0.1456
H -4.65907 1.81690 -0.26928 0.0057
H -3.88033 3.79775 -1.21941 0.0202
H -1.56851 -0.19324 -1.05196 0.1429
H 1.69177 0.83877 -2.62325 0.0819
H 2.12787 -0.76789 -2.51024 0.0881
H 2.40908 -0.55842 -0.05835 0.1116
H 1.00056 2.71654 -0.53517 0.1337
C -3.39665 -0.99624 6.27180 -0.0882
C -2.21259 -0.89849 5.31468 -0.2686
N -2.35580 -1.68624 4.08725 -0.1826
C -1.11913 -1.75550 3.30017 -0.2324
C -0.59010 -0.45453 2.70140 -0.0891
C -3.57194 -1.44962 3.30392 -0.2410
C -3.81150 -0.03332 2.79280 -0.0945
H -3.57670 -2.03418 6.57381 0.0835
H -3.19062 -0.41441 7.17554 0.0762
H -4.31511 -0.59471 5.83339 0.0642
H -1.33047 -1.25436 5.86192 0.1205
H -2.03390 0.16104 5.09454 0.0928
H -1.24275 -2.48892 2.49404 0.1040
H -0.33365 -2.17602 3.94016 0.1158
H -1.15887 -0.15572 1.81898 0.0253
H 0.44678 -0.59763 2.37317 0.0648
H -0.59285 0.37032 3.41762 0.0715
H -4.43692 -1.74621 3.90945 0.1061
H -3.59785 -2.14108 2.45204 0.1119
H -3.57522 0.73103 3.53757 0.0727
H -4.86769 0.08855 2.52696 0.0741
H -3.23594 0.16953 1.88912 0.0260
C -1.34966 -3.66469 -0.51322 -0.0903
C -1.47841 -3.63873 -2.03321 -0.2695
N -0.44424 -4.39527 -2.74441 -0.1883
C -0.45770 -4.16608 -4.19387 -0.2495
C -1.68659 -4.63248 -4.97055 -0.0888
C -0.27483 -5.79505 -2.34377 -0.2461
C -1.48275 -6.71480 -2.48346 -0.0865
H -0.38045 -3.26723 -0.19135 0.0711
H -2.13242 -3.04480 -0.06517 0.0628
H -1.46677 -4.67376 -0.10694 0.0748
H -1.42026 -2.58667 -2.33986 0.1015
H -2.48478 -3.98389 -2.29982 0.1004
H 0.43454 -4.62072 -4.64135 0.1142
H -0.33765 -3.08958 -4.36751 0.1040
H -1.68253 -5.71356 -5.12115 0.0582
H -1.68398 -4.17635 -5.96819 0.0760
H -2.62362 -4.34829 -4.48624 0.0675
H 0.05440 -5.81836 -1.29787 0.1015
H 0.56749 -6.23304 -2.89436 0.1181
H -2.41406 -6.24229 -2.16075 0.0704
H -1.33998 -7.60700 -1.86326 0.0773
H -1.60489 -7.06319 -3.50950 0.0573
```

The HOMO-LUMO gap comes out at 0.2308 Ha. As for the charge: +1. Its spin multiplicity is 1.

# 3
Density functional theory data (ωB97M-V/def2-TZVPD) for 12 unconnected molecules or ions with the total composition C22H56BN2O19 in a non-equilibrium geometry.

```
100
Properties=species:S:1:pos:R:3:lowdin_charge:R:1
O 5.13703 -13.52227 -24.53187 0.0975
C 5.77529 -13.68331 -25.59516 -0.2971
O 7.02552 -14.10436 -25.74946 0.2404
B 7.20876 -14.25290 -27.21047 -0.7312
O 5.95617 -13.76955 -27.89358 0.2493
C 5.09423 -13.42860 -27.00947 -0.3463
O 4.03491 -12.81453 -27.20195 0.0853
O 7.58551 -15.74190 -27.41728 0.2419
C 8.82054 -15.82163 -27.56316 -0.4552
O 9.51594 -16.79063 -27.79508 0.1204
C 9.38194 -14.37161 -27.71283 -0.3077
O 8.40082 -13.45630 -27.62952 0.2276
O 10.55573 -14.08620 -27.87173 0.1093
C 5.92627 -17.98753 -30.56013 -0.0394
C 6.02543 -19.15710 -31.45567 -0.5006
C 7.20158 -18.98281 -32.52921 -0.1755
C 8.56869 -18.99155 -32.06047 -0.2004
C 8.70535 -20.34686 -31.35540 -0.1142
C 7.63823 -20.76403 -30.22503 -0.4035
N 6.31443 -20.37238 -30.72719 -0.1051
O 5.22347 -20.62414 -29.77680 -0.0271
C 7.58153 -22.35076 -29.87729 -0.0240
C 8.00158 -19.94989 -28.94428 -0.0326
C 4.68608 -19.32011 -32.23863 -0.0239
H 6.93552 -17.64100 -30.33779 0.0818
H 5.44847 -18.28594 -29.62699 0.0776
H 5.32694 -17.17338 -30.96765 0.0822
H 7.03775 -19.68684 -33.34507 0.1221
H 7.02220 -17.99952 -32.96404 0.1204
H 8.74931 -18.15379 -31.38695 0.1128
H 9.07545 -18.90492 -33.02161 0.1221
H 9.69920 -20.47283 -30.92588 0.1098
H 8.75077 -21.10303 -32.13914 0.1077
H 7.13422 -22.59604 -28.91404 0.0705
H 7.09589 -22.94954 -30.64782 0.0641
H 8.54425 -22.85767 -29.94296 0.0633
H 8.56383 -20.58616 -28.26081 0.0766
H 8.61973 -19.07581 -29.14912 0.0647
H 7.13643 -19.66720 -28.34453 0.0741
H 4.69592 -18.66939 -33.11302 0.0829
H 3.79434 -19.08457 -31.65776 0.0447
H 4.44941 -20.33223 -32.56682 0.0802
H 4.63670 -21.22899 -30.23664 0.0871
C -0.79904 -19.12216 -29.47164 -0.0562
C 0.28150 -18.11347 -29.86905 -0.5632
C -0.59874 -17.10299 -30.59221 -0.1298
C 0.18824 -15.71686 -30.71539 -0.1598
C 0.69370 -15.29107 -29.35612 -0.1514
C 1.66720 -16.26027 -28.65617 -0.4181
N 1.02831 -17.62545 -28.70114 -0.0891
O 1.65490 -18.61118 -27.84432 0.0126
C 3.10680 -16.36188 -29.37246 -0.0245
C 1.94562 -15.65125 -27.25729 -0.0260
C 1.11301 -18.76212 -30.87449 -0.0555
H -1.44595 -18.70161 -28.70174 0.0920
H -0.40386 -19.97300 -28.91666 0.0780
H -1.32543 -19.54667 -30.32651 0.0859
H -1.02166 -17.45357 -31.53367 0.1187
H -1.53893 -16.76339 -30.15768 0.1122
H -0.63007 -15.05751 -31.00477 0.0990
H 0.95931 -15.64809 -31.48273 0.1035
H -0.14523 -15.18551 -28.66825 0.1266
H 1.20709 -14.33331 -29.44109 0.1237
H 3.23026 -16.56732 -30.43579 0.0515
H 3.57492 -15.37816 -29.33686 0.0722
H 3.91818 -16.91767 -28.90251 0.0601
H 2.91735 -15.90439 -26.83329 0.0752
H 1.81054 -14.56970 -27.24682 0.0763
H 1.30793 -16.13424 -26.51690 0.0835
H 1.74121 -18.02436 -31.37366 0.0855
H 0.42141 -19.40328 -31.42103 0.0925
H 1.73210 -19.57017 -30.48475 0.0819
H 1.92759 -19.14883 -28.59143 0.0615
O 9.68978 -10.90760 -26.14473 -0.0556
H 10.64202 -10.81573 -26.11250 0.0035
H 9.50764 -11.20767 -27.03524 0.0136
O 2.04696 -11.45056 -26.11525 -0.0770
H 2.66178 -12.16141 -26.29666 -0.0332
H 2.41860 -10.69135 -26.56437 0.0207
O 12.10304 -15.53416 -29.89986 -0.0456
H 12.02182 -15.56037 -28.94648 0.0227
H 13.02583 -15.72549 -30.06745 0.0374
O 11.91052 -12.59687 -30.29461 -0.0530
H 11.42004 -13.37283 -30.02341 -0.0083
H 12.70834 -12.94445 -30.69323 0.0296
O 7.92302 -18.36143 -25.17708 -0.0449
H 7.22558 -18.27554 -25.82702 0.0211
H 8.73173 -18.34095 -25.68875 0.0196
O 12.40792 -11.96626 -27.16850 -0.0581
H 12.07342 -12.34933 -27.97942 -0.0147
H 12.37211 -12.68100 -26.53282 0.0323
O 6.43477 -16.19525 -23.16135 -0.0476
H 6.00579 -16.70216 -23.85074 0.0207
H 6.47984 -15.30520 -23.51064 0.0008
O 6.54225 -11.78156 -22.38294 -0.0600
H 5.72361 -12.25581 -22.23754 -0.0292
H 6.26753 -10.91373 -22.67897 0.0280
O 4.27291 -13.35680 -21.36501 -0.0426
H 4.38634 -14.17971 -20.88942 0.0461
H 4.10150 -13.62330 -22.26825 0.0225
```

The HOMO-LUMO gap comes out at 0.3018 Ha. As for the charge: -1. Its spin multiplicity is 1.